Record 1
The following is a DFT calculation (ωB97M-V/def2-TZVPD) of 23 unconnected molecules or ions with the total composition C22H73BrClN3O23S in a non-equilibrium geometry.

Geometry as XYZ:
```
124
Properties=species:S:1:pos:R:3
O -2.503 -3.186 -4.149
C 2.707 0.190 -1.981
O -9.792 -1.543 2.538
C 3.532 0.966 -2.979
H -5.272 -2.966 -6.158
C 2.202 0.819 -0.830
H -2.612 -3.621 -3.295
O 5.701 3.649 -3.654
C -0.938 -1.356 1.143
H 4.413 9.622 4.782
H -1.876 -4.122 1.720
H 7.089 1.244 -4.822
C 1.376 0.084 0.024
C -3.218 -0.050 2.009
H -3.646 5.290 4.247
H -3.810 -2.626 -6.391
H 4.897 3.531 -4.173
H 4.904 -2.372 -4.871
C 2.391 -1.147 -2.202
H 1.952 -1.873 3.271
H -4.731 2.217 0.290
H 3.042 2.115 1.677
H -10.664 -1.475 2.137
O 2.585 7.182 1.769
C -2.094 -3.540 0.818
C -3.283 -1.399 1.661
O 2.544 -2.635 3.273
H -5.305 -1.388 1.606
H 1.652 6.997 1.619
H -6.323 -3.714 -1.166
O 0.323 4.988 -1.945
H 5.030 8.696 3.749
H 2.770 -1.644 -3.083
Br 4.363 4.050 0.847
H -3.138 -2.460 -4.137
O -6.880 -0.266 2.584
H 3.240 1.949 -4.859
H -0.876 1.251 -0.745
H -3.889 -3.354 -0.386
S 0.646 0.864 1.456
H 3.197 4.921 5.310
H 4.205 -4.882 -1.293
N 0.231 -2.046 0.667
H 3.116 -4.097 -0.103
H -5.226 -4.677 0.978
Cl -2.722 -5.185 -1.267
O -1.570 1.151 -1.408
H 1.840 0.960 -4.329
H 1.074 2.810 -3.612
C 3.530 -4.048 -1.112
H 0.786 -3.831 -0.867
O 4.728 -1.696 -4.208
C 4.649 1.229 0.608
N 2.443 -4.117 -2.089
H -1.917 -4.724 5.658
H -6.946 -0.332 3.542
H 0.563 -3.310 -2.521
H 3.783 3.953 4.294
H 2.772 -3.766 -2.980
C -2.151 -2.079 1.207
H -3.888 -4.901 2.047
H -7.716 -0.636 2.266
H -4.132 -6.061 0.738
N -4.560 -2.050 1.789
H 3.004 2.776 -1.275
H -3.394 4.541 2.076
H -1.312 0.362 -1.898
H 2.498 -2.985 4.168
O 5.085 8.940 4.679
C -2.033 0.650 1.931
C 3.532 2.266 0.718
C 1.580 -1.870 -1.337
H 4.284 0.246 0.906
H 3.124 -6.941 0.896
O -3.906 -6.890 3.404
O -4.668 -2.220 -6.226
H 2.817 6.998 3.973
H 4.139 1.713 -2.473
H 0.549 5.652 -4.948
H 4.173 0.292 -3.524
H 4.120 -3.124 -1.158
H 3.029 6.348 1.571
H -5.769 -2.822 -0.056
H -4.127 0.439 2.339
H -0.440 4.514 -1.598
H -4.669 -2.461 2.706
H -2.562 -5.073 4.325
H -2.849 3.626 0.998
C -4.189 -5.012 1.011
H 0.744 -2.394 1.476
O 3.227 -7.026 -0.056
H 2.690 -6.315 -0.422
H -5.811 3.164 -0.212
O 1.285 5.286 -5.450
C 2.526 2.251 -0.458
H 5.427 1.492 1.326
O -4.935 3.154 0.185
O -2.787 3.805 1.943
H 3.780 7.189 5.137
H -9.633 -2.490 2.608
O 6.644 0.404 -4.979
H 5.402 -1.015 -4.355
C 1.063 -1.258 -0.198
H -3.227 -7.494 3.087
O 3.850 4.212 5.217
H 1.760 4.748 -4.808
H 7.213 -0.070 -5.594
H 0.919 4.299 -2.257
H -1.993 1.699 2.191
H -2.202 5.466 3.797
C 2.625 1.644 -4.007
H -1.230 -3.682 0.177
O -6.520 -2.922 -0.656
O -3.000 5.963 4.011
O 2.023 2.821 -3.451
O 2.839 7.119 4.932
C -0.898 -0.024 1.515
H 5.097 1.215 -0.384
H 1.625 2.762 -0.120
H 5.375 4.018 -2.825
C 1.278 -3.324 -1.693
H -4.659 -7.459 3.596
O -1.798 -4.626 4.708
C -3.310 -4.130 0.099
```

Results
HOMO level	-8.3020	eV
multiplicity	1
calculated total energy	-168963.3696	eV

These are the Mulliken partial charges, in e, on atoms 1 to 6: atom 1 (O): -0.63, atom 2 (C): 0.90, atom 3 (O): -0.63, atom 4 (C): 0.36, atom 5 (H): 0.32, atom 6 (C): -0.07


Record 2
The following is a DFT calculation (ωB97M-V/def2-TZVPD) of 16 unconnected molecules or ions with the total composition C22H76N14O16 in a non-equilibrium geometry.

Geometry as XYZ:
```
128
Properties=species:S:1:pos:R:3
H -3.210 1.166 -0.219
H -0.037 4.028 -3.462
N 2.543 0.646 -3.148
H -1.042 -0.986 -1.544
N -3.819 1.118 -1.061
H -0.110 -5.354 1.338
H -4.049 -0.819 -1.666
H 0.113 -2.254 -4.454
H -5.043 1.347 -2.928
C 1.107 3.063 3.714
C 3.634 2.792 -0.478
H -3.150 -2.414 3.919
H 0.095 3.375 5.219
H 3.672 -4.432 -0.586
C -1.371 -3.400 3.522
H -1.645 4.086 -0.778
H -1.396 -1.057 4.815
N -5.990 -2.312 -2.226
N -0.990 0.860 -4.520
H 1.884 5.000 -1.340
C -1.984 4.264 0.190
H 2.192 1.464 -2.665
H -1.836 -2.108 2.067
C 0.572 -3.307 -2.644
H 2.727 -0.331 2.580
H 3.908 1.779 2.660
H 0.441 -4.952 -0.282
H -3.439 -1.556 1.145
H -0.318 -3.161 1.879
H -0.209 -0.154 5.931
H 4.918 0.688 1.733
H 0.698 0.075 3.946
H -0.295 -1.834 5.947
H -2.488 -3.562 5.188
H -6.062 -2.013 -1.197
C 0.796 3.998 -2.879
H -4.283 -0.633 4.322
H 0.265 -3.225 -1.549
H 3.563 -2.996 -1.535
O 0.741 2.758 -2.144
H -0.556 2.707 0.689
H 0.995 -0.935 1.284
H -6.787 -2.698 -2.704
O 0.538 -0.852 4.184
C -0.397 -0.961 5.227
N 3.511 -0.094 -1.365
H -1.366 1.142 -3.615
H 3.747 -1.745 1.521
H 4.261 2.155 0.013
H -3.053 4.319 0.196
H 1.547 -5.597 0.954
N 1.517 3.593 2.644
N -4.054 1.602 -3.054
N -2.785 -0.818 1.545
C 3.557 -0.203 3.172
N -2.475 -3.179 4.221
H 1.878 2.957 1.926
H 1.748 -3.211 0.661
H 3.817 2.782 -1.575
C -4.834 -2.498 -2.747
O 3.556 -1.480 -3.361
C 0.734 -4.943 0.787
H -2.039 -0.307 0.995
O 4.347 -1.358 3.294
H -4.787 -1.488 2.881
H -1.331 3.473 2.049
H 0.544 4.895 4.438
O -1.487 -1.988 -3.189
O -0.342 -4.173 4.040
H 1.526 0.765 1.143
H 3.121 0.015 4.182
C -1.643 0.077 -5.357
H -3.853 2.135 -3.957
O -2.438 2.118 1.053
O -1.863 1.791 -2.267
H 1.803 3.028 -0.640
O 1.084 -3.616 1.172
C -0.085 -2.151 -3.454
H 0.808 -0.177 -1.239
O -1.225 -0.208 -6.580
C 4.773 -2.744 0.224
C 4.524 0.898 2.701
C -3.083 -0.420 2.749
N -1.265 -2.950 2.284
O -2.450 0.672 3.374
N -3.962 -1.793 -2.117
H 3.137 0.654 -0.869
H -1.762 5.227 0.513
H 2.416 0.599 -4.203
H 4.919 -3.881 -1.586
H 5.414 1.202 3.290
H -0.206 2.627 -2.030
H 0.802 6.006 -2.274
H 1.642 4.026 -3.475
C 4.208 -3.528 -0.886
H 0.493 -1.213 -3.235
H 1.270 4.555 2.210
H -3.399 -0.751 -5.508
O 1.050 1.669 3.910
H 3.939 -1.873 3.970
H 1.632 -3.358 -2.594
H -0.243 1.164 -0.477
H 3.858 3.766 -0.182
C 0.664 0.096 1.054
N -4.070 -0.993 3.415
C -1.531 3.141 1.002
C 0.919 5.070 -1.776
C 0.117 0.125 -0.401
N 0.690 3.888 4.610
H -3.075 -2.009 -2.555
O 2.369 2.542 -0.038
O -4.536 -3.323 -3.837
C 3.271 -0.301 -2.650
H 0.000 0.986 -4.728
H -3.278 0.196 -4.050
H 5.176 -3.392 1.037
O -1.029 -0.704 -0.565
C -3.171 1.529 -2.125
H -0.206 0.420 1.712
H 0.040 -4.181 -2.973
O 3.676 -1.968 0.619
H -4.848 1.372 -0.944
H -2.211 1.654 1.855
N -2.841 -0.207 -4.896
H -1.800 -1.202 -3.634
H 0.190 5.164 -1.030
H 5.537 -2.042 -0.023
H 3.896 -0.935 -0.845
```

Results
ΔE to the lowest compared entry with this formula, charge and spin	56.65	kcal per mole
HOMO level	-7.7885	eV
multiplicity	1
calculated total energy	-77662.7844	eV

These are the Mulliken partial charges, in e, on atoms 1 to 6: atom 1 (H): 0.14, atom 2 (H): 0.49, atom 3 (N): 0.05, atom 4 (H): -0.49, atom 5 (N): -0.15, atom 6 (H): 0.34